[1]
The following is a quantum chemistry calculation of a 2-piece molecular cluster, C5H11O2 overall at a distorted geometry, from the Open Molecules 2025 dataset.

The geometry in ORCA input format:
```
! RIJCOSX wB97M-V def2-TZVPD def2/J DEFGRID3
* xyz -1 1
C -0.7952 0.9529 -0.4073
C -1.9098 1.9097 -0.0046
C 0.6412 1.3499 0.2055
H -0.8777 -0.0289 0.0857
H -0.8739 0.7898 -1.5327
H -2.4389 1.5638 0.9269
H -2.6832 1.5704 -0.7083
H 0.9659 0.4325 0.9195
H 1.4291 1.5358 -0.4501
H -1.6235 3.0017 0.0226
H 0.6829 2.2470 0.7985
C 0.8329 -2.5441 0.5234
C 1.4108 -1.6942 -0.6527
O 2.4942 -0.9892 -0.3675
O 0.6826 -1.9106 -1.6612
H 1.4251 -3.4093 0.4882
H -0.2487 -2.6229 0.3239
H 0.8863 -2.1543 1.4905
*
```

Values from the calculation:
- electronic energy (hartree) = -347.58324
- LUMO (hartree) = 0.140
- HOMO-LUMO gap (eV) = 7.611
- E_HOMO (eV) = -3.8

Atom charges from the natural (NBO) analysis, given in e for atoms 1 to 2: -0.415, -0.628

***

[2]
The following is a quantum chemistry calculation of a 2-piece molecular cluster, C5H11O3 overall at a distorted geometry, from the Open Molecules 2025 dataset.

The geometry in ORCA input format:
```
! RIJCOSX wB97M-V def2-TZVPD def2/J DEFGRID3
* xyz -1 1
C 0.1541 -1.6125 -0.8985
O -0.8940 -0.9995 -1.5842
C -0.2293 -1.6250 0.5726
C -0.1548 -0.2599 1.2950
C -1.0185 0.7915 0.6207
C -0.7204 2.0294 0.0398
O -1.5409 2.6899 -0.6707
H 0.2550 -2.6154 -1.2669
H 1.0910 -0.9530 -1.0746
H 0.4434 -2.3537 1.1321
H -1.2349 -2.1119 0.7335
H -0.6099 -0.4337 2.3036
H 0.9566 -0.0749 1.4030
H -2.1010 0.6324 0.5157
H -1.2613 -0.1049 -1.0965
H 0.2485 2.5750 0.1782
H 1.8300 0.8908 -0.3997
H 2.1959 2.2004 -0.9680
O 2.5905 1.3351 -0.8352
*
```

Values from the calculation:
- electronic energy (hartree) = -422.80766
- LUMO (hartree) = 0.145
- HOMO-LUMO gap (eV) = 6.632
- E_HOMO (eV) = -2.7

Atom charges from the natural (NBO) analysis, given in e for atoms 1 to 2: -0.058, -0.804

***

[3]
The following is a quantum chemistry calculation of a 2-piece molecular cluster, C5H11O3 overall at a distorted geometry, from the Open Molecules 2025 dataset.

The geometry in ORCA input format:
```
! RIJCOSX wB97M-V def2-TZVPD def2/J DEFGRID3
* xyz -1 1
C -1.5761 0.9965 -0.3245
C -2.2263 -0.0964 -1.1109
O -2.4891 0.3298 -2.2233
O -2.3343 -1.2621 -0.7402
H -0.4672 0.9574 -0.3422
H -1.9844 1.3370 0.6315
H -1.5041 1.9795 -0.7754
C 2.2716 -0.2495 0.9469
C 0.9365 -1.1499 1.1037
C 2.2922 0.6027 -0.3102
O 2.3557 0.5182 2.1477
H 3.0605 -1.1024 1.2066
H -0.0029 -0.7591 0.7140
H 1.3951 0.5997 -0.9788
H 2.3621 1.7515 0.0065
H 3.2925 0.2886 -0.7139
H 1.5968 0.8843 2.5364
H 0.7998 -1.1909 2.1385
H 1.0053 -2.0536 0.2730
*
```

Values from the calculation:
- electronic energy (hartree) = -422.78818
- LUMO (hartree) = 0.123
- HOMO-LUMO gap (eV) = 7.003
- E_HOMO (eV) = -3.7

Atom charges from the natural (NBO) analysis, given in e for atoms 1 to 2: -0.742, 0.729

***

[4]
The following is a quantum chemistry calculation of a 2-piece molecular cluster, C5H11O3 overall at a distorted geometry, from the Open Molecules 2025 dataset.

The geometry in ORCA input format:
```
! RIJCOSX wB97M-V def2-TZVPD def2/J DEFGRID3
* xyz -1 1
C -0.6031 1.4658 -0.0939
C -0.1167 2.8149 -0.6670
C -1.0918 0.3363 -1.0046
O 0.4919 1.1095 0.6459
H -1.3804 1.5657 0.8097
H 0.2001 2.6172 -1.6735
H -1.4702 -0.4579 -0.2624
H -1.8259 0.4338 -1.7873
H -0.1858 -0.1433 -1.5118
H 0.9767 0.3176 0.3834
H 0.6337 3.0286 -0.0079
H -0.6817 3.8608 -0.7422
C 0.2016 -2.6924 1.1343
C 1.4775 -2.1563 0.4473
O 2.4817 -2.2305 1.2413
O 1.2701 -1.5146 -0.5949
H 0.1496 -3.7857 1.1232
H -0.5331 -2.2736 0.4112
H 0.0060 -2.2960 2.1495
*
```

Values from the calculation:
- electronic energy (hartree) = -422.83419
- LUMO (hartree) = 0.139
- HOMO-LUMO gap (eV) = 7.819
- E_HOMO (eV) = -4.0

Atom charges from the natural (NBO) analysis, given in e for atoms 1 to 2: 0.119, -0.631